Entry 1:
DFT (wB97M-V/def2-TZVPD) results for 4 unconnected molecules or ions with the total composition C54H46IN3O9S at a distorted geometry.

Its SMILES is CC(=O)OCCCCO[C@@H](N=C=S)[C@@](C)(CCN)NI.O=C1c2ccccc2C(=O)c2ccccc21.O=C1c2ccccc2C(=O)c2ccccc21.O=C1c2ccccc2C(=O)c2ccccc21. The calculation puts the HOMO energy at -8.81 eV. The calculation puts the orbital gap at 7.8 eV.

Element x y z (Å)
C1 -3.4105 -1.7692 -1.4549
C2 -3.3455 -0.7345 -2.5614
O1 -4.0811 -0.8106 -3.5080
O2 -2.4981 0.3338 -2.5043
C3 -1.1941 0.0119 -1.9882
C4 -0.2299 1.1726 -2.1757
C5 1.0712 0.8607 -1.4026
C6 1.2382 1.6674 -0.0892
O3 1.1518 0.7860 1.0250
C7 2.0553 1.0398 2.0611
N1 1.2656 1.2536 3.3265
C8 0.3651 2.0550 3.2670
S1 -0.8820 2.9837 2.9911
C9 3.0615 -0.1384 2.2566
C10 2.4354 -1.3232 2.9980
C11 3.4350 -0.6271 0.8279
C12 4.6451 -1.5811 0.7929
N2 4.7552 -2.2152 -0.5515
N3 4.3141 0.3440 2.8656
I1 4.2625 0.5345 4.9211
H1 -3.9392 -2.6366 -1.8429
H2 -3.9803 -1.3482 -0.6229
H3 -2.4419 -2.1112 -1.0922
H4 -1.2174 -0.2455 -0.9209
H5 -0.8284 -0.8842 -2.5053
H6 -0.0253 1.2951 -3.2428
H7 -0.6610 2.1115 -1.8209
H8 1.1862 -0.2089 -1.2124
H9 1.9038 1.1186 -2.0656
H10 0.4771 2.4531 -0.0654
H11 2.2129 2.1623 -0.1491
H12 2.6282 1.9628 1.9163
H13 1.9644 -1.9793 2.2620
H14 1.6730 -1.0377 3.7219
H15 3.1865 -1.9257 3.5126
H16 2.5939 -1.1537 0.3761
H17 3.6683 0.2258 0.1748
H18 4.5339 -2.3730 1.5338
H19 5.5828 -1.0436 0.9236
H20 4.7366 -1.4430 -1.2152
H21 3.8728 -2.6897 -0.7319
H22 4.5192 1.2789 2.5257
O4 0.7371 0.3422 -5.7219
C13 0.4565 -0.4090 -6.6364
C14 1.5252 -1.0149 -7.4781
C15 2.8561 -0.7291 -7.1977
C16 3.8620 -1.3139 -7.9483
C17 3.5434 -2.1884 -8.9822
C18 2.2184 -2.4644 -9.2759
C19 1.2049 -1.8755 -8.5300
C20 -0.2160 -2.1707 -8.8705
O5 -0.4913 -2.8783 -9.8178
C21 -1.2817 -1.5822 -8.0167
C22 -2.6130 -1.8736 -8.2908
C23 -3.6152 -1.3587 -7.4825
C24 -3.2906 -0.5480 -6.4000
C25 -1.9672 -0.2439 -6.1323
C26 -0.9582 -0.7549 -6.9371
H23 3.1007 -0.0526 -6.3903
H24 4.8979 -1.0930 -7.7261
H25 4.3312 -2.6533 -9.5603
H26 1.9674 -3.1398 -10.0822
H27 -2.8608 -2.5075 -9.1312
H28 -4.6506 -1.5929 -7.6924
H29 -4.0659 -0.1527 -5.7619
H30 -1.7185 0.3888 -5.2905
O6 -5.9591 -3.3560 0.7357
C27 -7.0336 -3.9188 0.6738
C28 -7.3807 -5.0098 1.6248
C29 -6.4678 -5.3706 2.6085
C30 -6.7918 -6.3585 3.5230
C31 -8.0299 -6.9899 3.4601
C32 -8.9369 -6.6452 2.4722
C33 -8.6147 -5.6590 1.5482
C34 -9.5944 -5.3122 0.4813
O7 -10.6442 -5.9128 0.3827
C35 -9.2546 -4.2072 -0.4568
C36 -10.1685 -3.8439 -1.4382
C37 -9.8791 -2.7985 -2.2993
C38 -8.6753 -2.1105 -2.1840
C39 -7.7560 -2.4767 -1.2157
C40 -8.0388 -3.5281 -0.3517
H31 -5.5083 -4.8744 2.6581
H32 -6.0813 -6.6356 4.2908
H33 -8.2854 -7.7537 4.1829
H34 -9.8980 -7.1379 2.4177
H35 -11.1050 -4.3778 -1.5233
H36 -10.5934 -2.5151 -3.0611
H37 -8.4542 -1.2888 -2.8525
H38 -6.8185 -1.9450 -1.1278
O8 6.4029 3.8624 5.2440
C41 6.2773 4.8757 5.9008
C42 7.4373 5.7783 6.1405
C43 8.6713 5.4605 5.5861
C44 9.7503 6.3086 5.7695
C45 9.6017 7.4792 6.5066
C46 8.3782 7.7927 7.0743
C47 7.2937 6.9421 6.8987
C48 5.9893 7.2850 7.5303
O9 5.8782 8.2688 8.2322
C49 4.8248 6.3936 7.2735
C50 3.5896 6.7143 7.8235
C51 2.4899 5.9121 7.5684
C52 2.6191 4.7851 6.7627
C53 3.8506 4.4535 6.2232
C54 4.9584 5.2528 6.4789
H39 8.7824 4.5523 5.0096
H40 10.7096 6.0614 5.3340
H41 10.4435 8.1463 6.6390
H42 8.2609 8.6993 7.6520
H43 3.4914 7.5930 8.4460
H44 1.5280 6.1655 7.9947
H45 1.7568 4.1635 6.5577
H46 3.9518 3.5744 5.6011

---

Entry 2:
DFT (wB97M-V/def2-TZVPD) results for a gas-phase ion, C9H15N2S (charge +1) at a distorted geometry.

Its SMILES is C[N+]1(C)CCN[C@H]1c1cccs1. The calculation puts the HOMO energy at -12.76 eV. For the energy above the lowest of the compared OMol25 structures with the same formula, charge and spin, the calculation gives 136.8 kJ/mol. As for the net charge: +1. The calculation puts the orbital gap at 9.6 eV.

Element x y z (Å)
C1 -0.7003 0.5881 1.9791
N1 -0.5242 -0.2872 0.7679
C2 -1.5697 0.0143 -0.2667
C3 -0.4477 -1.6703 1.1477
C4 0.0801 -2.3655 -0.1721
N2 0.8480 -1.3891 -0.8370
C5 1.0150 -0.2833 -0.0467
C6 1.2963 0.9569 -0.8056
C7 0.7710 1.6097 -1.9877
C8 1.3576 2.9162 -2.1885
C9 2.2185 3.3308 -1.2144
S1 2.3607 2.0967 0.0248
H1 -1.0217 1.6101 1.6886
H2 -1.4487 0.2311 2.6923
H3 0.4039 0.6326 2.4333
H4 -1.0479 0.8473 -0.8076
H5 -1.8495 -0.8133 -0.8658
H6 -2.5041 0.2163 0.0950
H7 -1.3945 -2.0679 1.5479
H8 0.3403 -1.6564 1.8593
H9 0.6369 -3.2495 0.1646
H10 -0.7633 -2.7486 -0.6919
H11 0.2977 -1.1631 -1.7272
H12 1.5649 -0.4208 0.9514
H13 -0.0303 1.2031 -2.6566
H14 1.0170 3.5514 -2.9672
H15 2.7451 4.1773 -1.0642